1.
{
  "formula": "C25H30CdN3O9",
  "method": "the ωB97M-V functional and the def2-TZVPD basis",
  "species": ["O", "C", "C", "H", "H", "C", "H", "H", "C", "H", "H", "H", "C", "H", "H", "H", "Cd", "C", "C", "C", "H", "C", "C", "H", "H", "H", "H", "C", "C", "C", "H", "C", "C", "H", "H", "H", "H", "O", "C", "C", "H", "H", "C", "H", "H", "C", "H", "H", "H", "H", "O", "N", "O", "C", "C", "C", "C", "O", "C", "C", "N", "O", "O", "N", "O", "O", "H", "H"],
  "xyz": [[-0.02, -3.43, -2.07], [1.09, -4.07, -2.93], [0.12, -4.49, -4.04], [1.60, -4.88, -2.38], [1.86, -3.38, -3.33], [-0.94, -3.79, -3.15], [-0.09, -5.57, -4.10], [0.18, -4.01, -5.02], [-1.96, -4.87, -2.82], [-1.51, -5.64, -2.19], [-2.30, -5.32, -3.77], [-2.83, -4.47, -2.30], [-1.54, -2.55, -3.79], [-0.80, -1.75, -3.91], [-2.32, -2.14, -3.15], [-1.98, -2.80, -4.76], [-0.28, -1.26, 1.23], [-1.13, 4.35, -0.38], [0.22, 3.90, -0.22], [0.40, 2.76, -1.04], [1.05, 4.35, 0.30], [-0.72, 2.68, -1.91], [-1.71, 3.63, -1.46], [-2.69, 3.77, -1.92], [-1.64, 5.10, 0.20], [1.28, 2.12, -0.98], [-0.83, 2.04, -2.80], [-2.38, 0.75, 2.64], [-2.82, 1.10, 1.35], [-3.00, -0.08, 0.59], [-3.06, 2.12, 1.03], [-2.65, -1.21, 1.43], [-2.34, -0.67, 2.74], [-2.25, -1.25, 3.66], [-2.21, 1.46, 3.45], [-3.44, -0.12, -0.41], [-2.90, -2.26, 1.24], [1.16, -0.35, -0.93], [0.28, -0.21, -2.07], [1.21, 0.23, -3.24], [-0.58, 0.40, -1.80], [-0.15, -1.22, -2.32], [2.31, -0.79, -2.92], [1.62, 1.26, -3.15], [0.81, 0.12, -4.27], [2.51, -0.74, -1.39], [3.16, -0.79, -3.57], [1.79, -1.75, -3.05], [3.26, -0.02, -1.00], [2.76, -1.72, -0.94], [1.86, 4.41, 6.61], [2.27, 3.24, 6.50], [2.85, 2.64, 7.43], [1.97, 2.56, 5.26], [1.35, 3.34, 4.27], [0.63, 2.68, 3.29], [0.90, 1.30, 2.96], [0.54, 0.84, 1.82], [1.60, 0.56, 4.00], [2.19, 1.19, 5.10], [1.75, -0.86, 3.88], [2.69, -1.41, 4.47], [0.85, -1.59, 3.27], [-0.16, 3.57, 2.41], [0.43, 4.62, 2.01], [-1.37, 3.32, 2.18], [1.32, 4.42, 4.31], [2.74, 0.63, 5.85]],
  "e_homo_ev": [-3.4, -2.0],
  "e_tot_ev": -53859.2527,
  "total_charge": -1,
  "orbital_gap_ev": [4.6, 2.4]
}



2.
{
  "formula": "C25H30Cl3O7V",
  "method": "the ωB97M-V functional and the def2-TZVPD basis",
  "species": ["C", "C", "C", "C", "H", "H", "C", "H", "H", "C", "H", "H", "C", "C", "C", "O", "O", "O", "O", "C", "H", "H", "H", "C", "H", "H", "H", "O", "H", "H", "C", "C", "H", "H", "H", "H", "H", "H", "V", "C", "C", "C", "H", "C", "C", "H", "H", "H", "H", "C", "C", "C", "H", "C", "C", "H", "H", "H", "H", "Cl", "C", "Cl", "Cl", "C", "O", "O"],
  "xyz": [[-0.23, -0.14, -6.57], [-0.93, -1.28, -5.77], [-0.48, 1.18, -5.81], [-1.43, 0.86, -4.66], [-0.83, 1.94, -6.51], [0.49, 1.50, -5.40], [-1.27, -0.65, -4.42], [-0.28, -2.17, -5.68], [-1.86, -1.56, -6.29], [-0.06, -0.72, -3.47], [-2.13, -1.13, -3.93], [-2.47, 1.12, -4.91], [-1.00, 1.45, -3.31], [1.29, -0.32, -6.65], [-0.54, -0.02, -8.06], [-0.74, 1.07, -8.56], [2.01, -0.87, -5.83], [1.73, 0.19, -7.81], [-0.60, -1.13, -8.82], [-0.06, -2.43, -8.42], [-0.77, -2.95, -7.76], [0.93, -2.32, -7.92], [0.06, -2.96, -9.37], [3.14, 0.18, -7.99], [3.66, 0.61, -7.13], [3.29, 0.77, -8.89], [3.50, -0.85, -8.14], [0.01, 0.56, -2.82], [0.91, -0.87, -3.98], [-0.15, -1.53, -2.73], [-2.20, 1.51, -2.39], [-0.36, 2.83, -3.35], [-1.07, 3.59, -3.73], [0.56, 2.86, -3.97], [-0.10, 3.09, -2.31], [-1.94, 2.05, -1.47], [-2.53, 0.51, -2.08], [-3.05, 2.03, -2.87], [0.06, 0.24, 0.72], [-1.80, -0.61, 1.85], [-2.28, -0.35, 0.54], [-1.52, -1.13, -0.39], [-3.16, 0.23, 0.30], [-0.57, -1.91, 0.36], [-0.73, -1.57, 1.75], [-0.20, -2.00, 2.60], [-2.20, -0.22, 2.78], [-1.78, -1.30, -1.43], [0.10, -2.66, -0.04], [2.05, 1.56, 0.68], [2.21, 0.43, 1.53], [2.09, -0.75, 0.73], [2.47, 0.47, 2.60], [1.85, -0.34, -0.63], [1.82, 1.09, -0.65], [1.76, 1.70, -1.55], [2.20, 2.59, 0.98], [2.23, -1.76, 1.10], [1.82, -1.00, -1.49], [-2.09, 4.68, 2.93], [-2.08, 3.79, 1.40], [-3.65, 3.01, 1.07], [-1.63, 4.85, 0.03], [-1.01, 2.62, 1.51], [-0.56, 2.25, 2.60], [-0.76, 2.03, 0.37]],
  "e_homo_ev": [-2.6, -2.0],
  "e_tot_ev": -104000.0142,
  "total_charge": -1,
  "s_squared": 0.845,
  "orbital_gap_ev": [4.8, 4.1],
  "spin_multiplicity": 2
}



3.
{
  "formula": "C25H30HfN3O9",
  "method": "the ωB97M-V functional and the def2-TZVPD basis",
  "species": ["O", "C", "C", "H", "H", "C", "H", "H", "C", "H", "H", "H", "C", "H", "H", "H", "Hf", "C", "C", "C", "H", "C", "C", "H", "H", "H", "H", "C", "C", "C", "H", "C", "C", "H", "H", "H", "H", "O", "C", "C", "H", "H", "C", "H", "H", "C", "H", "H", "H", "H", "O", "N", "O", "C", "C", "C", "C", "O", "C", "C", "N", "O", "O", "N", "O", "O", "H", "H"],
  "xyz": [[3.89, 2.10, -0.43], [5.17, 1.42, -0.10], [6.04, 2.47, -0.76], [5.27, 0.45, -0.58], [5.29, 1.35, 0.98], [4.69, 3.17, -1.01], [6.53, 2.12, -1.67], [6.72, 2.99, -0.08], [4.40, 3.38, -2.49], [4.43, 2.44, -3.04], [5.17, 4.05, -2.91], [3.42, 3.86, -2.62], [4.60, 4.47, -0.23], [4.77, 4.29, 0.84], [3.64, 4.96, -0.40], [5.39, 5.14, -0.60], [-1.30, 0.10, 0.17], [-1.62, 1.17, 2.23], [-1.36, -0.02, 3.00], [0.04, -0.18, 3.12], [-2.12, -0.59, 3.54], [0.68, 0.86, 2.39], [-0.33, 1.71, 1.83], [-0.15, 2.72, 1.47], [-2.58, 1.67, 2.16], [0.56, -0.91, 3.75], [1.75, 1.05, 2.35], [-3.11, 1.39, -0.83], [-2.11, 2.32, -0.42], [-0.91, 2.05, -1.15], [-2.27, 3.16, 0.26], [-1.18, 0.95, -2.04], [-2.54, 0.55, -1.84], [-3.10, -0.15, -2.46], [-4.15, 1.40, -0.52], [0.01, 2.64, -1.14], [-0.52, 0.58, -2.82], [0.79, -0.71, -0.07], [1.87, 0.06, -0.70], [3.08, -0.86, -0.76], [2.01, 0.97, -0.12], [1.56, 0.35, -1.72], [2.58, -2.27, -0.48], [3.78, -0.55, 0.03], [3.58, -0.75, -1.73], [1.20, -2.13, 0.13], [3.24, -2.84, 0.18], [2.50, -2.83, -1.43], [1.15, -2.30, 1.21], [0.46, -2.74, -0.39], [-7.04, -5.53, 1.12], [-6.01, -5.46, 0.41], [-5.60, -6.41, -0.28], [-5.24, -4.23, 0.42], [-5.70, -3.14, 1.17], [-4.97, -1.95, 1.18], [-3.70, -1.88, 0.56], [-2.92, -0.85, 0.80], [-3.29, -2.97, -0.27], [-4.04, -4.15, -0.32], [-2.08, -2.88, -1.01], [-1.63, -3.84, -1.62], [-1.41, -1.75, -1.01], [-5.50, -0.75, 1.82], [-6.33, -0.92, 2.74], [-5.16, 0.37, 1.39], [-6.63, -3.21, 1.73], [-3.67, -4.98, -0.90]],
  "e_homo_ev": -11.5,
  "e_tot_ev": -50601.7810,
  "total_charge": 1,
  "orbital_gap_ev": 6.2
}



4.
{
  "formula": "C25H30MnN3O8P3S",
  "method": "the ωB97M-V functional and the def2-TZVPD basis",
  "species": ["Mn", "N", "C", "C", "P", "O", "O", "O", "P", "O", "O", "O", "H", "H", "H", "H", "H", "H", "H", "H", "O", "C", "O", "C", "C", "C", "C", "C", "C", "P", "C", "C", "C", "C", "C", "C", "C", "C", "C", "C", "C", "C", "H", "H", "H", "H", "H", "H", "H", "H", "H", "H", "H", "H", "H", "H", "S", "C", "N", "C", "C", "C", "N", "H", "H", "H", "H", "H", "H", "H", "H"],
  "xyz": [[-0.10, 0.22, 0.59], [3.09, 1.94, 2.62], [1.89, 1.36, 3.35], [2.05, 1.53, 4.85], [2.00, -0.42, 2.80], [0.64, -1.10, 3.35], [3.17, -1.04, 3.47], [1.88, -0.27, 1.31], [0.42, 2.17, 2.57], [0.29, 3.57, 3.37], [-0.77, 1.30, 2.78], [0.84, 2.46, 1.16], [3.95, 1.49, 2.94], [3.15, 2.95, 2.73], [2.93, 1.73, 1.62], [2.90, 0.94, 5.21], [1.16, 1.15, 5.34], [2.17, 2.58, 5.13], [0.88, -1.82, 3.95], [-0.38, 3.53, 4.06], [-0.77, 0.46, -3.17], [-0.38, -0.35, -2.33], [0.38, -0.07, -1.35], [-0.81, -1.80, -2.48], [-0.95, -2.26, -3.79], [-1.26, -3.58, -4.06], [-1.46, -4.47, -3.01], [-1.36, -4.02, -1.70], [-1.05, -2.69, -1.42], [-1.03, -2.19, 0.34], [-0.16, -3.56, 1.15], [-0.78, -4.51, 1.96], [-0.02, -5.49, 2.59], [1.35, -5.52, 2.42], [1.98, -4.58, 1.62], [1.23, -3.60, 0.99], [-2.75, -2.33, 0.92], [-3.81, -2.84, 0.18], [-5.09, -2.85, 0.72], [-5.31, -2.36, 2.00], [-4.26, -1.84, 2.74], [-2.98, -1.81, 2.20], [-0.79, -1.55, -4.59], [-1.34, -3.92, -5.08], [-1.69, -5.51, -3.20], [-1.52, -4.71, -0.89], [-1.85, -4.48, 2.10], [-0.51, -6.22, 3.22], [1.94, -6.28, 2.92], [3.06, -4.59, 1.50], [1.72, -2.85, 0.38], [-3.65, -3.21, -0.82], [-5.91, -3.24, 0.14], [-6.31, -2.38, 2.42], [-4.43, -1.44, 3.73], [-2.16, -1.36, 2.75], [-2.51, 1.00, -0.05], [-1.85, 2.53, -0.43], [-2.05, 3.55, 0.42], [-1.38, 4.84, 0.31], [-1.13, 5.14, -1.16], [-0.40, 3.96, -1.79], [-1.14, 2.73, -1.53], [-2.49, 3.28, 1.29], [-0.44, 4.82, 0.86], [-2.02, 5.60, 0.75], [-0.53, 6.04, -1.25], [-2.08, 5.30, -1.67], [0.61, 3.87, -1.37], [-0.31, 4.08, -2.86], [-0.99, 1.93, -2.16]],
  "e_homo_ev": [-7.5, -8.1],
  "e_tot_ev": -117294.7521,
  "s_squared": 8.754,
  "orbital_gap_ev": [7.5, 8.1],
  "spin_multiplicity": 6
}



5.
{
  "formula": "C25H30N2O4",
  "method": "the ωB97M-V functional and the def2-TZVPD basis",
  "species": ["O", "C", "C", "C", "C", "C", "O", "C", "C", "C", "N", "C", "O", "C", "C", "C", "C", "C", "C", "C", "N", "C", "C", "O", "C", "C", "C", "C", "C", "C", "C", "H", "H", "H", "H", "H", "H", "H", "H", "H", "H", "H", "H", "H", "H", "H", "H", "H", "H", "H", "H", "H", "H", "H", "H", "H", "H", "H", "H", "H", "H"],
  "xyz": [[4.15, 0.54, -0.79], [3.07, 0.40, -1.48], [1.72, 0.30, -0.96], [0.92, 1.43, -1.24], [-0.52, 1.12, -0.69], [-0.58, 0.18, 0.25], [-1.90, 0.40, 0.75], [-2.31, -0.56, 1.78], [-1.84, -0.40, 3.15], [-2.27, 1.10, 3.55], [-3.64, 0.95, 3.59], [-4.37, 1.22, 4.94], [-5.48, 1.00, 4.75], [-3.61, 1.37, 6.01], [-4.36, 1.93, 7.27], [-3.50, 2.71, 6.47], [-4.40, 0.83, 2.35], [-3.96, -0.54, 1.85], [0.29, -0.75, 0.60], [1.39, -0.77, -0.14], [3.12, 0.17, -2.84], [4.70, 0.28, -3.49], [4.81, 1.66, -4.32], [4.24, 1.46, -5.47], [2.17, -0.14, -3.79], [2.31, -1.41, -4.24], [2.09, -2.59, -3.28], [2.35, -3.96, -3.55], [2.55, -4.29, -4.95], [2.93, -3.34, -5.88], [2.81, -1.97, -5.42], [1.01, 2.19, -1.96], [-1.05, 1.88, -0.58], [-2.12, -1.73, 1.54], [-0.78, -0.10, 2.97], [-1.86, -1.12, 4.04], [-1.83, 1.54, 4.46], [-1.90, 1.84, 2.77], [-2.85, 0.52, 6.14], [-5.51, 2.16, 7.26], [-4.36, 1.39, 8.16], [-3.95, 3.67, 6.16], [-2.53, 3.05, 7.22], [-5.38, 0.89, 2.70], [-3.99, 1.43, 1.79], [-4.52, -0.68, 0.96], [-4.18, -1.27, 2.69], [0.02, -1.59, 1.25], [2.18, -1.37, 0.05], [5.17, 0.15, -2.69], [4.80, -0.63, -4.20], [6.03, 1.59, -4.37], [4.27, 2.42, -3.76], [4.28, 2.34, -5.90], [2.41, 0.39, -4.69], [1.34, 0.10, -3.24], [1.54, -2.27, -2.40], [1.82, -4.82, -2.87], [2.74, -5.16, -5.12], [3.30, -3.68, -6.91], [3.03, -1.44, -6.24]],
  "e_homo_ev": -7.7,
  "e_tot_ev": -37566.2837,
  "orbital_gap_ev": 8.1,
  "smiles": "O=C(c1ccc(OC2CCN(C(=O)C3CC3)CC2)cc1)N(CCO)Cc1ccccc1"
}



6.
{
  "formula": "C25H30N4O6S",
  "method": "the ωB97M-V functional and the def2-TZVPD basis",
  "species": ["O", "C", "N", "C", "O", "N", "C", "O", "C", "C", "O", "C", "C", "S", "C", "C", "C", "C", "C", "C", "H", "H", "H", "H", "H", "H", "H", "H", "H", "H", "H", "H", "H", "H", "C", "N", "C", "O", "C", "C", "C", "C", "C", "C", "C", "C", "N", "C", "C", "O", "H", "H", "H", "H", "H", "H", "H", "H", "H", "H", "H", "H", "H", "H", "H", "H"],
  "xyz": [[-3.97, 0.00, -4.73], [-3.35, -1.04, -4.83], [-2.51, -1.16, -5.90], [-1.80, -2.30, -6.11], [-1.09, -2.32, -7.09], [-1.90, -3.37, -5.24], [-1.21, -4.62, -5.53], [-0.28, -4.91, -4.48], [0.94, -4.14, -4.57], [1.74, -4.28, -3.27], [1.06, -3.62, -2.20], [-2.76, -3.30, -4.14], [-3.50, -2.17, -3.91], [-4.61, -2.11, -2.53], [-3.61, -1.30, -1.33], [-3.90, 0.01, -0.95], [-3.15, 0.65, 0.05], [-2.10, -0.04, 0.67], [-1.78, -1.34, 0.27], [-2.54, -1.97, -0.72], [-2.42, -0.39, -6.54], [-1.94, -5.43, -5.61], [-0.68, -4.57, -6.49], [0.73, -3.08, -4.75], [1.54, -4.51, -5.40], [2.73, -3.83, -3.41], [1.87, -5.34, -3.04], [1.55, -3.71, -1.36], [-2.85, -4.14, -3.45], [-4.72, 0.54, -1.43], [-3.39, 1.66, 0.35], [-1.54, 0.44, 1.45], [-0.96, -1.87, 0.75], [-2.30, -2.99, -1.02], [4.72, 1.00, 5.11], [4.04, -0.01, 4.30], [2.85, 0.03, 3.68], [2.43, -1.03, 3.22], [2.00, 1.32, 3.52], [1.23, 1.35, 2.19], [0.18, 2.45, 2.08], [0.19, 3.34, 0.99], [-0.82, 4.33, 0.88], [-1.82, 4.42, 1.85], [-1.83, 3.53, 2.94], [-0.83, 2.55, 3.05], [2.69, 2.61, 3.66], [2.52, 3.44, 4.69], [3.12, 4.82, 4.56], [1.92, 3.13, 5.71], [5.11, 1.79, 4.46], [4.03, 1.43, 5.84], [5.55, 0.55, 5.64], [4.46, -0.93, 4.29], [1.26, 1.25, 4.32], [1.94, 1.44, 1.37], [0.71, 0.40, 2.06], [0.95, 3.26, 0.23], [-0.82, 5.00, 0.03], [-2.59, 5.18, 1.76], [-2.61, 3.60, 3.69], [-0.85, 1.87, 3.89], [3.20, 2.96, 2.87], [2.85, 5.41, 5.44], [4.21, 4.73, 4.50], [2.73, 5.30, 3.67]],
  "e_homo_ev": -8.7,
  "e_tot_ev": -55493.5450,
  "orbital_gap_ev": 9.1,
  "smiles": "O=c1[nH]c(=O)n(COCCO)cc1Sc1ccccc1.CNC(=O)[C@H](Cc1ccccc1)NC(C)=O"
}